115
Properties=species:S:1:pos:R:3:forces:R:3:lowdin_charge:R:1 method="wB97M-V/def2-TZVPD" e_tot_ha=-3596.3874 multiplicity=1 e_homo_ev=-7.6 homo_lumo_gap_ev=8.05 max_force_ev_per_a=2.5
Hf 0.697490 0.598404 0.565791 1.052 -0.296 -1.921 1.5420
C 4.904390 1.086204 -1.108109 -0.385 -0.134 0.046 -0.0162
C 3.701390 1.446704 -0.258009 0.353 0.145 0.062 -0.4552
O 2.691290 0.661204 -0.302509 0.088 0.237 0.194 -0.1840
C 3.779890 2.597204 0.510491 -0.119 -0.077 0.092 -0.0423
C 2.777890 3.017004 1.404591 0.161 -0.055 -0.068 -0.3164
C 2.970090 4.263504 2.222291 -0.132 -0.140 -0.126 -0.0214
N 1.682190 2.302004 1.556991 -0.452 -0.031 0.293 -0.0879
N 0.824690 2.734604 2.567391 -0.197 0.279 0.731 0.0669
C 0.005690 1.805104 2.962491 0.790 1.027 0.214 -0.4668
O 0.004190 0.601204 2.473291 -0.373 -0.049 0.980 -0.2009
C -0.989810 2.170504 3.987891 -0.251 -0.111 0.250 -0.1474
C -1.967010 1.250504 4.358691 0.299 0.038 -0.096 -0.0270
C -2.929910 1.596904 5.287191 -0.151 -0.029 0.079 -0.0803
C -2.929210 2.858104 5.860391 -0.041 -0.032 0.032 -0.0903
C -1.951910 3.773504 5.500491 -0.034 0.140 0.023 -0.0830
C -0.989810 3.435904 4.569191 0.107 -0.114 -0.073 -0.0261
H 5.695690 0.682804 -0.478509 0.056 -0.036 0.077 0.0879
H 5.296790 1.961404 -1.620809 0.020 0.066 -0.014 0.0829
H 4.624290 0.329604 -1.836309 0.046 -0.020 -0.023 0.0653
H 4.673290 3.196404 0.434791 0.053 0.053 -0.013 0.1106
H 3.765990 4.884604 1.820891 0.099 -0.085 -0.031 0.0764
H 3.199990 3.987204 3.251291 -0.012 0.059 0.053 0.0909
H 2.034590 4.820404 2.239091 0.042 0.042 0.083 0.0732
H -1.946410 0.266404 3.916491 -0.056 -0.124 -0.095 0.1106
H -3.687110 0.878604 5.561291 -0.089 -0.089 0.062 0.1010
H -3.678810 3.124404 6.593491 -0.036 0.006 0.002 0.0997
H -1.946410 4.758404 5.945591 0.020 0.058 0.043 0.1002
H -0.215810 4.128204 4.279891 0.032 0.135 -0.021 0.1058
C 2.185190 0.435804 -3.828709 -0.403 0.432 0.429 -0.1596
Si 1.020090 1.668204 -2.941709 0.641 0.433 -0.614 0.4099
C 2.051890 3.132804 -2.261609 -0.386 -0.541 -0.255 -0.1488
C -0.031710 2.454404 -4.349609 0.046 -0.403 0.530 -0.1820
N 0.195090 0.905504 -1.637709 -0.340 -0.658 -0.334 -0.3555
P -1.038510 -0.167396 -1.547209 -1.439 0.589 -0.051 0.6802
C -1.150210 -0.831396 0.041491 1.535 -0.627 -1.823 -0.4479
P -0.013910 -2.106696 0.334091 -0.650 -0.381 0.935 0.6839
N 1.325390 -1.410896 0.962591 -0.488 -0.411 -0.245 -0.3746
Si 2.731390 -2.139096 1.649991 1.016 -0.116 0.533 0.4328
C 2.462990 -3.851696 2.468591 -0.202 0.752 -0.347 -0.1580
C 3.261290 -0.853796 2.969191 -0.084 -0.477 -0.588 -0.1515
C 4.146290 -2.446096 0.394791 -0.690 0.255 0.461 -0.1486
C 0.648890 -3.251296 -0.926809 -0.218 0.446 0.095 -0.2921
C 1.314890 -2.589196 -1.953709 0.141 -0.013 0.051 -0.1166
C 1.886990 -3.300896 -2.988309 0.036 0.096 -0.073 -0.0631
C 1.801790 -4.685196 -2.995009 0.038 -0.072 -0.048 -0.0754
C 1.181790 -5.349296 -1.951009 0.008 -0.143 -0.062 -0.0755
C 0.602790 -4.636496 -0.913909 -0.081 0.089 0.141 -0.0820
C -0.822110 -3.110896 1.625091 0.180 0.235 -0.010 -0.2780
C -1.715710 -4.148196 1.392091 0.089 0.057 -0.132 -0.0916
C -2.367710 -4.754396 2.451491 -0.091 -0.096 0.044 -0.0832
C -2.165510 -4.301596 3.745491 -0.077 -0.068 0.036 -0.0873
C -1.320210 -3.229296 3.979391 -0.023 -0.001 0.123 -0.0758
C -0.652710 -2.638496 2.923091 0.110 -0.028 -0.064 -0.1070
C -2.618910 0.749404 -1.824209 0.267 -0.037 0.046 -0.2810
C -2.675010 2.096604 -2.152409 0.151 -0.177 -0.018 -0.1083
C -3.895010 2.720104 -2.342809 -0.084 0.115 -0.072 -0.0810
C -5.070310 2.004704 -2.202809 -0.030 0.053 0.013 -0.0905
C -5.025510 0.661204 -1.868109 -0.081 -0.080 0.041 -0.0780
C -3.805410 0.037204 -1.686509 0.054 -0.027 0.022 -0.0792
C -1.272110 -1.335096 -2.956409 0.131 -0.019 0.382 -0.2789
C -1.769410 -2.594996 -2.643709 -0.010 0.019 0.188 -0.1123
C -2.078610 -3.504696 -3.635609 -0.072 -0.148 -0.074 -0.0669
C -1.906710 -3.157296 -4.966109 -0.006 -0.024 -0.013 -0.0801
C -1.440510 -1.893396 -5.287409 0.043 0.052 -0.171 -0.0716
C -1.131110 -0.981896 -4.291609 0.119 -0.021 0.196 -0.0737
H 2.633790 0.881504 -4.710709 0.072 0.177 -0.192 0.0303
H 1.656290 -0.458296 -4.143609 -0.186 -0.162 -0.081 0.0039
H 2.987890 0.124504 -3.171109 0.153 -0.098 0.212 0.0010
H 1.808690 4.068804 -2.757009 -0.140 0.090 -0.123 0.0263
H 3.108490 2.952604 -2.430909 0.232 -0.015 0.011 0.0222
H 1.916590 3.273204 -1.193209 -0.026 0.009 0.128 -0.0060
H 0.422490 2.207204 -5.303609 0.141 -0.080 -0.228 0.0246
H -0.041410 3.537004 -4.274809 0.006 0.213 0.122 0.0200
H -1.066510 2.130004 -4.388709 -0.177 -0.081 -0.013 0.0023
H 1.697190 -3.840396 3.235891 -0.123 0.051 0.167 0.0104
H 3.387090 -4.195596 2.923491 0.263 0.033 0.030 0.0271
H 2.165690 -4.591096 1.731291 -0.044 -0.163 -0.217 0.0168
H 2.842790 -1.078996 3.945891 -0.165 -0.073 0.142 0.0257
H 2.897990 0.133004 2.674991 0.077 0.049 0.011 -0.0041
H 4.339290 -0.801796 3.080991 0.254 0.016 0.017 0.0221
H 3.839790 -3.125996 -0.394309 -0.158 -0.148 -0.151 0.0169
H 4.993590 -2.897996 0.901691 0.165 -0.076 0.186 0.0256
H 4.479690 -1.526796 -0.071809 0.040 0.232 -0.100 -0.0027
H 1.386190 -1.506096 -1.904109 0.134 -0.055 -0.195 0.0765
H 2.399390 -2.782596 -3.786709 0.020 0.038 -0.051 0.1034
H 2.232090 -5.247396 -3.810809 0.062 -0.050 -0.051 0.1029
H 1.146790 -6.429496 -1.940309 0.001 -0.069 -0.015 0.1036
H 0.136590 -5.161596 -0.094109 -0.043 -0.053 0.044 0.0928
H -1.914510 -4.481796 0.383391 -0.022 -0.057 -0.093 0.0965
H -3.040710 -5.580296 2.267591 -0.050 -0.032 -0.016 0.1017
H -2.676910 -4.781096 4.568091 -0.035 -0.017 0.057 0.1004
H -1.181010 -2.857096 4.985991 0.019 0.015 0.025 0.1062
H 0.008190 -1.795896 3.078191 -0.008 0.039 0.145 0.0859
H -1.757910 2.658104 -2.243609 0.071 0.067 -0.015 0.0783
H -3.933710 3.767304 -2.602209 0.032 0.139 -0.017 0.1042
H -6.019610 2.493004 -2.356409 -0.141 0.068 -0.002 0.0988
H -5.945710 0.108104 -1.744309 -0.044 -0.082 -0.018 0.1016
H -3.755610 -1.012196 -1.429309 -0.076 -0.065 0.074 0.1027
H -1.899610 -2.851496 -1.598409 -0.091 -0.042 -0.101 0.0830
H -2.453410 -4.485796 -3.374809 0.000 -0.021 0.024 0.1066
H -2.140810 -3.865396 -5.749809 -0.008 -0.010 -0.016 0.1023
H -1.318910 -1.611396 -6.323609 0.014 0.023 -0.075 0.1042
H -0.774710 -0.000296 -4.554409 0.043 0.149 -0.112 0.0727
C -3.199910 4.003904 1.155491 0.081 -0.234 -0.013 -0.0481
C -2.017410 4.473004 0.604391 0.059 -0.072 -0.093 -0.0427
C -1.019810 3.567604 0.288491 0.074 0.243 -0.110 -0.1306
N -1.130010 2.259804 0.509591 -0.146 -0.125 0.460 -0.0250
C -2.275310 1.810904 1.024991 -0.404 -0.173 0.161 -0.1529
C -3.336510 2.640204 1.348591 -0.002 0.201 -0.134 -0.0294
H -3.993410 4.685604 1.427591 -0.044 0.031 -0.026 0.1102
H -1.872010 5.524804 0.419091 0.081 0.107 -0.033 0.1049
H -0.091110 3.898604 -0.161809 0.047 0.032 0.063 0.1080
H -2.325310 0.733404 1.172391 -0.048 0.200 0.013 0.0845
H -4.252210 2.221404 1.736291 -0.002 -0.080 0.098 0.1153